*P*
The following is a DFT calculation (ωB97M-V with the def2-TZVPD basis set) of one molecule with the formula CH2F2N2O.

```
8
Properties=species:S:1:pos:R:3:nbo_charge:R:1
N 0.04 0.26 0.10 -0.8204
C 1.22 0.83 0.17 0.7389
O 1.41 1.95 -0.07 -0.5302
N 2.39 -0.22 0.46 0.2313
F 2.12 -1.48 -0.13 -0.2411
F 3.50 0.22 -0.20 -0.2006
H -0.19 -0.55 0.73 0.4102
H -0.74 0.76 -0.20 0.4119
```

- highest occupied orbital energy (eV) = -10.53
- charge = 0
- lowest unoccupied orbital energy (Ha) = 0.0241
- molar mass (g/mol) = 96.04
- gap between HOMO and LUMO (eV) = 11.1885
- SMILES string = NC(=O)N(F)F

---

*Q*
The following is a DFT calculation (ωB97M-V with the def2-TZVPD basis set) of a 2-piece molecular cluster, CH2F2N2O overall.

```
8
Properties=species:S:1:pos:R:3:nbo_charge:R:1
C 0.28 0.88 0.05 0.8477
N 1.22 0.00 -0.03 -0.8246
N -1.37 -0.52 0.54 0.1360
O -0.05 1.99 0.02 -0.4645
F -2.36 0.00 -0.25 -0.2555
F -0.93 -1.64 -0.19 -0.3077
H 1.01 -0.99 0.01 0.4506
H 2.20 0.27 -0.14 0.4179
```

- highest occupied orbital energy (spin up / spin down) (eV) = -8.69 / -8.69
- charge = 0
- lowest unoccupied orbital energy (spin up / spin down) (Ha) = 0.0038 / 0.0038
- molar mass (g/mol) = 96.04
- gap between HOMO and LUMO (spin up / spin down) (eV) = 8.7955 / 8.7977

---

The structure with the least stability is *Q*.

---

*P*
The following is a DFT calculation (ωB97M-V with the def2-TZVPD basis set) of a 7-piece molecular cluster, H12IO6 overall.

```
19
Properties=species:S:1:pos:R:3:nbo_charge:R:1
I -6.39 6.70 49.22 -0.9388
O -5.37 4.94 52.12 -0.9864
H -5.85 5.55 51.54 0.5009
H -5.50 4.02 51.92 0.4671
O -4.17 9.17 50.50 -0.9542
H -4.45 9.10 51.39 0.4581
H -4.68 8.51 50.10 0.4811
O -8.00 3.77 47.83 -0.9459
H -8.92 4.05 48.21 0.4584
H -7.46 4.43 48.09 0.4800
O -4.24 8.66 47.05 -0.9525
H -3.62 9.20 47.40 0.4600
H -4.63 8.13 47.67 0.4837
O -8.36 9.65 48.55 -0.9184
H -8.13 8.85 48.56 0.4592
H -8.14 9.91 47.62 0.4553
O -9.39 6.59 51.26 -0.9480
H -8.96 5.98 50.51 0.4812
H -8.81 7.24 51.34 0.4591
```

- highest occupied orbital energy (eV) = -5.38
- charge = -1
- lowest unoccupied orbital energy (Ha) = 0.1164
- molar mass (g/mol) = 234.99
- gap between HOMO and LUMO (eV) = 8.5434

---

*Q*
The following is a DFT calculation (ωB97M-V with the def2-TZVPD basis set) of H12IO6 as an isolated structure.

```
19
Properties=species:S:1:pos:R:3:nbo_charge:R:1
I -0.36 0.23 0.01 -0.4338
O -0.81 0.36 2.78 -0.9731
H -0.08 0.05 3.32 0.4539
H -0.53 0.19 1.88 0.4068
O 1.79 1.38 1.09 -0.9718
H 1.25 2.13 1.34 0.4508
H 1.20 0.82 0.60 0.3869
O -0.09 0.92 -2.72 -0.9838
H -0.16 0.37 -1.94 0.4360
H -0.24 1.81 -2.40 0.4552
O 2.11 -0.86 -1.06 -0.9766
H 2.14 -0.52 -1.95 0.4635
H 1.24 -0.64 -0.74 0.4174
O -0.34 -2.26 1.79 -0.9644
H -0.30 -1.58 1.11 0.4453
H 0.57 -2.40 2.04 0.4530
O -2.57 -0.37 -1.82 -0.9692
H -2.67 0.45 -2.32 0.4569
H -2.16 -0.09 -1.00 0.4469
```

- highest occupied orbital energy (eV) = -5.20
- charge = -1
- lowest unoccupied orbital energy (Ha) = 0.1149
- molar mass (g/mol) = 234.99
- gap between HOMO and LUMO (eV) = 8.3260

---

The structure with the least stability is *Q*.

---

*P*
The following is a DFT calculation (ωB97M-V with the def2-TZVPD basis set) of one molecule with the formula C3H4FNO2S.

```
12
Properties=species:S:1:pos:R:3:nbo_charge:R:1
C 1.20 0.29 0.55 -0.6364
C 0.24 -0.33 -0.42 -0.5028
C -0.01 -1.75 -0.51 0.2540
N 0.01 -2.87 -0.68 -0.2414
S -1.33 0.58 0.00 2.2963
O -1.39 1.11 1.38 -0.8502
O -2.48 -0.13 -0.53 -0.8534
F -0.99 1.83 -0.99 -0.4884
H 0.91 0.28 1.64 0.2606
H 2.19 -0.16 0.71 0.2506
H 1.26 1.26 0.30 0.2295
H 0.37 -0.11 -1.44 0.2815
```

- highest occupied orbital energy (eV) = -12.21
- charge = 0
- lowest unoccupied orbital energy (Ha) = 0.0107
- molar mass (g/mol) = 137.14
- gap between HOMO and LUMO (eV) = 12.5044
- SMILES string = C[C@@H](C#N)S(=O)(=O)F

---

*Q*
The following is a DFT calculation (ωB97M-V with the def2-TZVPD basis set) of a 2-piece molecular cluster, C3H4FNO2S overall.

```
12
Properties=species:S:1:pos:R:3:nbo_charge:R:1
C -0.66 -0.10 0.02 0.6539
C -0.12 -0.10 -1.49 0.0203
C 0.19 1.47 -1.68 0.3598
H -0.82 0.85 2.81 0.1779
H 0.91 -1.54 0.45 0.4459
H -1.10 -0.45 -2.05 0.2250
H -0.92 2.02 -1.82 0.1717
N 0.12 -0.99 0.71 -0.7533
O -1.60 0.59 0.31 -0.5692
O 1.37 2.18 -1.50 -0.5099
F 1.05 -0.86 -1.71 -0.3434
S -0.18 -1.01 2.47 0.1213
```

- highest occupied orbital energy (eV) = -9.51
- charge = 0
- lowest unoccupied orbital energy (Ha) = -0.0486
- molar mass (g/mol) = 137.13
- gap between HOMO and LUMO (eV) = 8.1892

---

The structure with the least stability is *Q*.

---

*P*
The following is a DFT calculation (ωB97M-V with the def2-TZVPD basis set) of a 2-piece molecular cluster, C5H9PSi overall.

```
16
Properties=species:S:1:pos:R:3:nbo_charge:R:1
C 2.29 -0.07 -1.10 -0.2456
C 1.34 0.95 -0.76 -0.1875
C 2.10 -1.13 -0.30 -0.1570
C 0.54 0.62 0.28 -0.5039
C 1.07 -0.71 0.66 -0.4859
Si -0.88 1.53 0.92 0.7819
P -3.45 -0.83 0.00 0.0554
H 2.89 0.10 -1.91 0.2094
H 1.37 1.98 -1.07 0.2077
H 2.49 -2.10 -0.41 0.2155
H 0.28 -1.42 0.75 0.2376
H 1.62 -0.86 1.62 0.2562
H -1.91 1.06 1.89 -0.1247
H -1.03 2.80 0.19 -0.1492
H -4.69 -0.27 0.21 -0.0540
H -4.03 -1.65 -0.95 -0.0558
```

- highest occupied orbital energy (spin up / spin down) (eV) = -6.28 / -8.71
- charge = 0
- lowest unoccupied orbital energy (spin up / spin down) (Ha) = -0.0477 / -0.0142
- molar mass (g/mol) = 128.19
- gap between HOMO and LUMO (spin up / spin down) (eV) = 4.9862 / 8.3266

---

*Q*
The following is a DFT calculation (ωB97M-V with the def2-TZVPD basis set) of one molecule with the formula C5H9PSi.

```
16
Properties=species:S:1:pos:R:3:nbo_charge:R:1
P 0.24 0.52 -3.23 -0.1795
Si -0.07 1.72 -0.95 0.8654
C -0.11 0.35 0.30 -0.4435
C 1.02 -0.30 0.70 -0.1919
C 0.68 -1.35 1.66 -0.2404
C -0.63 -1.37 1.78 -0.1648
C -1.28 -0.32 0.97 -0.4992
H 1.54 0.93 -3.25 -0.0235
H 0.48 -0.89 -2.62 0.0130
H -1.47 2.40 -1.00 -0.1507
H 1.00 2.78 -1.00 -0.1372
H 1.99 0.02 0.40 0.2117
H 1.35 -2.09 2.12 0.2228
H -1.10 -2.16 2.33 0.2131
H -1.86 -0.51 0.09 0.2543
H -1.77 0.27 1.70 0.2504
```

- highest occupied orbital energy (eV) = -8.31
- charge = 0
- lowest unoccupied orbital energy (Ha) = 0.0194
- molar mass (g/mol) = 128.19
- gap between HOMO and LUMO (eV) = 8.8424
- SMILES string = P[SiH2]C1=CC=CC1

---

The structure with the least stability is *P*.

---

*P*
The following is a DFT calculation (ωB97M-V with the def2-TZVPD basis set) of one molecule with the formula C2H6N4OS.

```
14
Properties=species:S:1:pos:R:3:nbo_charge:R:1
H 1.99 -1.27 -1.13 0.3381
N 2.62 -0.50 -1.10 -0.6502
C 2.26 0.33 -0.23 0.2883
N 1.12 0.53 0.62 -0.7927
S 0.02 -0.74 0.99 0.4299
C -1.28 -0.50 -0.13 0.2150
N -2.01 -1.39 -0.64 -0.6679
H -1.97 -2.20 -0.12 0.3438
N -1.33 0.76 -0.77 -0.3433
O -1.28 1.86 0.12 -0.5723
H 2.92 1.22 -0.07 0.1527
H 1.16 1.26 1.33 0.4122
H -2.26 0.80 -1.22 0.3755
H -0.60 2.42 -0.22 0.4710
```

- highest occupied orbital energy (eV) = -9.48
- charge = 0
- lowest unoccupied orbital energy (Ha) = 0.0140
- molar mass (g/mol) = 134.16
- gap between HOMO and LUMO (eV) = 9.8558
- SMILES string = [H]/N=C\NS/C(=N\[H])NO

---

*Q*
The following is a DFT calculation (ωB97M-V with the def2-TZVPD basis set) of one molecule with the formula C2H6N4OS.

```
14
Properties=species:S:1:pos:R:3:nbo_charge:R:1
H 1.84 1.88 -0.41 0.3772
N 2.50 1.08 -0.47 -0.7730
C 1.89 -0.02 -0.16 0.6753
N 2.40 -1.28 -0.14 -0.8474
O 0.53 -0.20 0.08 -0.4371
N -0.08 1.12 0.11 -0.1928
C -1.32 0.91 0.14 0.2301
N -1.98 -0.31 0.14 -0.7747
S -3.59 -0.20 -0.42 0.1863
H 3.47 -1.34 -0.41 0.4148
H 2.03 -1.99 0.48 0.4039
H -2.00 1.75 0.33 0.2036
H -1.52 -1.22 -0.08 0.4314
H -4.17 -0.18 0.80 0.1024
```

- highest occupied orbital energy (eV) = -9.10
- charge = 0
- lowest unoccupied orbital energy (Ha) = 0.0197
- molar mass (g/mol) = 134.16
- gap between HOMO and LUMO (eV) = 9.6366
- SMILES string = [H]/N=C(/N)O/N=C\NS

---

The structure with the least stability is *P*.

---

*P*
The following is a DFT calculation (ωB97M-V with the def2-TZVPD basis set) of a 2-piece molecular cluster, C4H11O overall.

```
16
Properties=species:S:1:pos:R:3:nbo_charge:R:1
C 0.87 1.71 0.35 -0.0084
O 0.24 0.56 0.03 -0.9778
C 1.69 2.23 -0.85 -0.6522
H 1.56 1.59 1.23 0.0622
H 0.18 2.52 0.70 0.0630
H 2.21 3.19 -0.71 0.1564
H 0.97 2.34 -1.67 0.1870
H 2.38 1.43 -1.11 0.1879
C -0.76 -2.22 0.77 -0.6230
C -1.78 -1.69 -0.27 -0.6231
H 0.07 -2.76 0.32 0.1881
H -1.25 -2.85 1.52 0.1615
H -0.33 -1.35 1.26 0.2633
H -2.79 -2.02 -0.01 0.1632
H -1.70 -0.60 -0.29 0.2703
H -1.57 -2.07 -1.27 0.1817
```

- highest occupied orbital energy (eV) = -2.27
- charge = -1
- lowest unoccupied orbital energy (Ha) = 0.1662
- molar mass (g/mol) = 75.13
- gap between HOMO and LUMO (eV) = 6.7956

---

*Q*
The following is a DFT calculation (ωB97M-V with the def2-TZVPD basis set) of a 2-piece molecular cluster, C4H11O overall.

```
16
Properties=species:S:1:pos:R:3:nbo_charge:R:1
C -2.48 1.73 0.26 -0.1674
O -1.17 1.49 0.26 -0.9746
H -2.87 2.45 1.04 0.0594
H -3.22 0.89 0.35 0.0618
H -2.88 2.23 -0.69 0.0491
C 1.44 0.20 -0.45 -0.6549
C 1.47 -1.09 0.37 -0.3876
C 0.88 -2.31 -0.37 -0.6150
H 0.58 0.84 -0.21 0.3217
H 2.28 0.83 -0.14 0.1786
H 1.49 -0.10 -1.50 0.1718
H 2.48 -1.28 0.76 0.1628
H 0.82 -0.94 1.25 0.2020
H 0.84 -3.17 0.29 0.1916
H 1.58 -2.62 -1.16 0.1748
H -0.01 -1.89 -0.83 0.2260
```

- highest occupied orbital energy (eV) = -2.20
- charge = -1
- lowest unoccupied orbital energy (Ha) = 0.1511
- molar mass (g/mol) = 75.13
- gap between HOMO and LUMO (eV) = 6.3103

---

The structure with the least stability is *Q*.